Entry from the OMol25 dataset: a molecular structure, C39H46Ge2NSbY at a distorted geometry (the ωB97M-V functional and the def2-TZVPD basis).

Values from the calculation:
- HOMO energy (spin up / spin down) (eV) = -15.47 / -15.46
- charge = +3
- gap between HOMO and LUMO (spin up / spin down) (eV) = 5.025 / 4.919

Structure (XYZ):
```
90
C39H46Ge2NSbY (the ωB97M-V functional and the def2-TZVPD basis)
Y -0.33 0.13 0.26
C -0.12 -3.71 1.23
C -1.26 -3.63 0.23
Ge -0.83 -2.45 -1.32
C -2.32 -2.13 -2.62
C -2.50 -3.38 -3.48
C 0.81 -3.04 -2.20
C 2.01 -2.47 -2.28
Ge 2.44 -0.77 -1.32
C 2.56 0.98 -2.29
C 3.84 1.10 -3.13
C 3.36 -0.75 0.46
C 4.87 -1.02 0.33
C 3.18 -2.97 -3.02
C 3.12 -4.08 -3.88
C 4.25 -4.49 -4.56
C 5.46 -3.83 -4.40
C 5.54 -2.73 -3.56
C 4.40 -2.31 -2.89
H -0.36 -4.43 2.02
H 0.08 -2.75 1.71
H 0.80 -4.05 0.76
H -2.19 -3.28 0.69
H -1.47 -4.61 -0.20
H -2.07 -1.27 -3.24
H -3.22 -1.90 -2.05
H -1.63 -3.56 -4.11
H -3.36 -3.24 -4.14
H -2.69 -4.28 -2.89
H 0.65 -3.98 -2.71
H 2.53 1.75 -1.51
H 1.68 1.09 -2.92
H 4.74 0.96 -2.53
H 3.88 2.11 -3.56
H 3.84 0.39 -3.95
H 2.89 -1.48 1.12
H 3.19 0.25 0.88
H 5.06 -2.04 0.01
H 5.34 -0.89 1.31
H 5.35 -0.33 -0.36
H 2.19 -4.61 -4.03
H 4.18 -5.35 -5.22
H 6.34 -4.16 -4.94
H 6.48 -2.21 -3.43
H 4.48 -1.45 -2.22
C -2.66 4.53 -1.90
C -1.28 4.53 -1.73
C -0.67 3.39 -1.23
N -1.35 2.28 -0.90
C -2.68 2.29 -1.08
C -3.37 3.38 -1.57
H -3.17 5.40 -2.28
H -0.68 5.39 -1.98
H 0.41 3.36 -1.09
H -3.21 1.38 -0.82
H -4.44 3.33 -1.70
C 0.28 -0.29 8.44
C 0.03 -1.44 7.70
C 0.00 -1.39 6.32
C 0.20 -0.17 5.69
C 0.47 0.99 6.41
C 0.49 0.92 7.80
Sb 0.26 -0.12 3.55
C -1.82 -0.54 3.04
C -2.43 -1.71 3.48
C -3.76 -1.97 3.16
C -4.48 -1.09 2.37
C -3.89 0.08 1.92
C -2.56 0.35 2.24
C 0.07 1.97 3.09
C -0.86 2.78 3.74
C -0.95 4.13 3.41
C -0.13 4.67 2.42
C 0.79 3.87 1.77
C 0.89 2.52 2.10
H 0.34 -0.35 9.52
H -0.14 -2.39 8.21
H -0.18 -2.29 5.75
H 0.65 1.93 5.91
H 0.69 1.81 8.37
H -1.88 -2.41 4.10
H -4.23 -2.87 3.55
H -5.52 -1.29 2.14
H -4.47 0.80 1.35
H -2.17 1.35 2.01
H -1.49 2.37 4.51
H -1.66 4.76 3.93
H -0.20 5.72 2.18
H 1.47 4.30 1.05
H 1.70 1.92 1.66
```

Mulliken atomic charge list, values in e, 5 entries: 0.471, -0.825, -0.425, -0.218, -0.373

---

Entry from the OMol25 dataset: a molecular structure, C39H47Br2N5O2S2Ti at a distorted geometry (the ωB97M-V functional and the def2-TZVPD basis).

Values from the calculation:
- HOMO energy (spin up / spin down) (eV) = -6.95 / -7.69
- gap between HOMO and LUMO (spin up / spin down) (eV) = 7.097 / 7.659
- energy relative to the best compared isomer or geometry (same formula, charge and spin) (kcal per mole) = 0.0
- 2S+1 = 3

Structure (XYZ):
```
98
C39H47Br2N5O2S2Ti (the ωB97M-V functional and the def2-TZVPD basis)
Ti -0.23 -0.58 0.57
C -3.21 0.09 7.93
C -2.16 -0.15 6.88
C -1.94 -1.43 6.39
C -0.98 -1.67 5.42
C -0.22 -0.61 4.94
C -0.44 0.68 5.40
C -1.41 0.91 6.36
S 1.01 -0.95 3.71
O 0.88 -2.34 3.39
O 2.28 -0.46 4.18
N 0.52 -0.12 2.39
C 1.03 1.08 1.97
C 1.72 2.05 2.70
C 1.97 3.26 2.09
C 1.59 3.48 0.77
C 1.00 2.44 0.08
N 0.72 1.28 0.67
H -4.20 -0.05 7.49
H -3.15 1.10 8.33
H -3.10 -0.63 8.74
H -2.53 -2.25 6.77
H -0.81 -2.65 5.01
H 0.14 1.50 5.00
H -1.60 1.92 6.71
H 2.05 1.83 3.71
H 2.45 4.05 2.65
H 1.76 4.42 0.28
H 0.72 2.52 -0.96
Br -0.37 -0.27 -1.89
C 2.73 1.29 -2.79
Br 3.80 1.52 -1.31
H 2.00 2.04 -3.03
H 2.92 0.45 -3.44
C -4.00 -0.76 3.47
C -3.93 0.44 2.52
C -2.63 1.19 2.74
C -4.22 -0.04 1.09
C -5.51 0.23 0.65
C -6.02 -0.32 -0.51
C -5.23 -1.16 -1.26
C -3.91 -1.43 -0.89
C -3.13 -2.42 -1.75
C -3.68 -3.84 -1.55
C -3.19 -2.08 -3.24
C -3.40 -0.86 0.29
N -2.07 -1.25 0.66
C -1.98 -2.53 1.01
C -0.75 -3.17 0.91
C -0.37 -4.51 1.06
C 0.96 -4.58 0.72
C 1.39 -3.29 0.38
N 0.35 -2.43 0.47
C 2.80 -2.85 0.04
C 3.25 -1.78 1.04
C 2.84 -2.27 -1.38
C 3.76 -4.04 0.15
H -3.93 -0.43 4.50
H -3.18 -1.46 3.29
H -4.94 -1.30 3.33
H -4.74 1.12 2.78
H -1.78 0.53 2.61
H -2.60 1.58 3.76
H -2.55 2.03 2.06
H -6.16 0.85 1.26
H -7.05 -0.13 -0.81
H -5.64 -1.64 -2.14
H -2.09 -2.42 -1.46
H -4.71 -3.91 -1.92
H -3.68 -4.12 -0.50
H -3.07 -4.56 -2.10
H -4.21 -2.09 -3.62
H -2.62 -2.82 -3.80
H -2.73 -1.11 -3.44
H -2.88 -3.07 1.29
H -1.03 -5.32 1.34
H 1.57 -5.47 0.73
H 2.72 -0.84 0.88
H 4.32 -1.57 0.93
H 3.07 -2.11 2.05
H 2.17 -1.42 -1.47
H 2.53 -3.02 -2.11
H 3.85 -1.94 -1.62
H 3.69 -4.48 1.14
H 4.78 -3.71 -0.01
H 3.52 -4.80 -0.60
S -2.05 2.67 -0.52
C -3.44 2.62 -1.44
N -3.56 1.69 -2.43
C -4.64 1.60 -3.24
C -5.68 2.46 -3.11
C -5.62 3.44 -2.09
C -4.53 3.52 -1.28
H -2.78 1.04 -2.52
H -4.61 0.83 -4.00
H -6.54 2.39 -3.76
H -6.44 4.14 -1.97
H -4.44 4.27 -0.50
```

Mulliken atomic charge list, values in e, 5 entries: -1.392, -1.464, 1.049, -0.883, -0.150

---

Entry from the OMol25 dataset: a molecular structure, C39H47BrCrN7O8PS2 at a distorted geometry (the ωB97M-V functional and the def2-TZVPD basis).

Values from the calculation:
- HOMO energy (spin up / spin down) (eV) = -9.53 / -9.53
- charge = +1
- gap between HOMO and LUMO (spin up / spin down) (eV) = 6.437 / 6.666
- energy relative to the best compared isomer or geometry (same formula, charge and spin) (kcal per mole) = 18.5
- 2S+1 = 4

Structure (XYZ):
```
106
C39H47BrCrN7O8PS2 (the ωB97M-V functional and the def2-TZVPD basis)
Cr 0.26 -0.25 0.82
O 0.06 1.84 1.13
S -0.30 1.63 2.62
O 0.32 2.47 3.59
O 0.00 0.20 2.75
C -2.00 1.90 2.72
C -2.47 2.58 3.87
C -3.83 2.77 4.01
C -4.72 2.22 3.10
C -4.25 1.51 2.00
C -2.88 1.36 1.79
P -2.26 0.46 0.30
C -2.34 1.81 -0.92
C -2.52 3.13 -0.60
C -2.67 4.13 -1.59
C -2.58 3.84 -2.92
C -2.34 2.55 -3.29
C -2.25 1.53 -2.30
C -3.57 -0.69 -0.09
C -3.77 -1.83 0.75
C -4.80 -2.68 0.52
C -5.49 -2.64 -0.70
C -5.27 -1.60 -1.58
C -4.33 -0.62 -1.25
H -1.79 2.94 4.65
H -4.18 3.30 4.91
H -5.75 2.39 3.24
H -4.95 1.22 1.27
H -2.49 3.34 0.49
H -2.88 5.16 -1.29
H -2.73 4.61 -3.68
H -2.34 2.17 -4.36
H -2.32 0.51 -2.60
H -3.06 -2.07 1.57
H -4.97 -3.47 1.25
H -6.23 -3.38 -0.86
H -5.80 -1.53 -2.51
H -4.22 0.26 -1.84
Br 5.77 -3.75 -1.35
C 5.64 -2.26 -0.09
C 6.83 -2.07 0.56
C 6.89 -1.01 1.44
C 5.73 -0.27 1.62
C 4.55 -0.67 0.99
N 4.49 -1.71 0.07
C 3.26 0.13 1.25
O 3.41 1.18 1.84
O 2.15 -0.36 0.78
H 7.66 -2.76 0.33
H 7.83 -0.76 1.96
H 5.82 0.55 2.29
N 2.38 5.08 0.30
C 1.02 4.65 -0.31
C 1.30 3.59 -1.38
N 2.12 2.39 -0.89
C 3.43 2.99 -0.53
C 3.35 3.97 0.61
H 2.13 5.57 1.15
H 2.82 5.74 -0.38
H 0.49 5.53 -0.68
H 0.44 4.24 0.52
H 1.86 4.00 -2.25
H 0.33 3.20 -1.65
H 1.65 2.07 0.01
H 3.81 3.60 -1.42
H 4.22 2.34 -0.21
H 4.29 4.46 0.76
H 3.07 3.56 1.58
C 0.98 -4.31 -0.51
N 1.14 -4.17 0.97
C 1.57 -5.39 1.73
C 0.76 -3.08 1.62
N -0.10 -2.18 1.09
N 1.45 -2.82 2.75
C 0.82 -2.26 3.96
C 2.87 -3.14 2.85
H 1.66 -5.08 -0.90
H 1.22 -3.38 -1.02
H -0.04 -4.68 -0.71
H 0.95 -6.22 1.43
H 1.35 -5.22 2.79
H 2.63 -5.69 1.58
H -0.86 -2.60 0.52
H -0.22 -2.02 3.67
H 1.29 -1.35 4.30
H 0.78 -2.96 4.75
H 3.32 -3.35 1.87
H 2.94 -4.01 3.54
H 3.44 -2.31 3.31
N 0.84 -0.53 -1.33
C 0.05 -0.87 -2.52
C -0.90 -1.87 -2.37
C -1.89 -2.10 -3.30
C -1.84 -1.26 -4.42
C -0.84 -0.39 -4.66
C 0.18 -0.17 -3.72
S -3.34 -1.32 -5.49
O -3.32 0.00 -6.07
O -4.34 -1.55 -4.47
O -3.11 -2.49 -6.34
H 1.52 0.27 -1.56
H 1.47 -1.31 -1.22
H -0.83 -2.55 -1.49
H -2.76 -2.67 -3.14
H -0.86 0.23 -5.55
H 1.00 0.53 -3.84
```

Mulliken atomic charge list, values in e, 5 entries: -0.554, -0.807, 1.947, -0.811, -0.592

---

Entry from the OMol25 dataset: a molecular structure, C39H47CrN7O3P2 (the ωB97M-V functional and the def2-TZVPD basis).

Values from the calculation:
- HOMO energy (spin up / spin down) (eV) = -5.56 / -6.99
- gap between HOMO and LUMO (spin up / spin down) (eV) = 6.132 / 7.553
- energy relative to the best compared isomer or geometry (same formula, charge and spin) (kcal per mole) = 0.0
- 2S+1 = 5

Structure (XYZ):
```
99
C39H47CrN7O3P2 (the ωB97M-V functional and the def2-TZVPD basis)
Cr 0.88 -1.86 0.09
O 2.13 -3.61 0.36
C 1.69 -4.79 0.09
C 2.11 -5.91 0.86
C 1.65 -7.18 0.61
C 0.76 -7.44 -0.44
C 0.36 -6.39 -1.23
C 0.78 -5.07 -0.98
C 0.44 -4.06 -1.94
N 0.47 -2.79 -1.71
C 0.59 -1.83 -2.78
C 1.97 -1.19 -2.61
N 2.15 -0.87 -1.20
C 3.20 -0.23 -0.83
C 3.50 0.21 0.52
C 4.62 1.03 0.68
C 4.98 1.57 1.89
C 4.18 1.27 3.00
C 3.08 0.45 2.89
C 2.69 -0.11 1.65
O 1.64 -0.86 1.62
H 2.81 -5.72 1.67
H 1.99 -8.00 1.23
H 0.41 -8.45 -0.63
H -0.31 -6.57 -2.07
H 0.20 -4.40 -2.96
H -0.17 -1.05 -2.67
H 0.49 -2.30 -3.77
H 2.06 -0.29 -3.23
H 2.74 -1.90 -2.92
H 3.95 0.04 -1.58
H 5.23 1.24 -0.20
H 5.85 2.20 1.99
H 4.44 1.68 3.97
H 2.48 0.20 3.75
N -2.28 -2.20 -0.04
P -1.49 -0.63 -0.11
C -2.09 0.08 1.47
C -3.44 0.12 1.82
C -3.84 0.60 3.05
C -2.89 1.05 3.96
C -1.55 1.01 3.63
C -1.15 0.52 2.39
C -2.71 0.09 -1.27
C -3.21 1.38 -1.08
C -4.15 1.91 -1.93
C -4.62 1.17 -3.01
C -4.09 -0.10 -3.24
C -3.15 -0.63 -2.38
C -1.80 -3.11 0.87
C -2.58 -4.20 1.29
C -2.08 -5.02 2.28
C -0.84 -4.73 2.86
C -0.13 -3.67 2.36
N -0.58 -2.90 1.36
H -3.27 -2.25 -0.22
H -4.19 -0.22 1.11
H -4.90 0.63 3.30
H -3.21 1.44 4.92
H -0.81 1.34 4.34
H -0.10 0.46 2.14
H -2.85 1.97 -0.24
H -4.54 2.91 -1.75
H -5.38 1.57 -3.67
H -4.43 -0.68 -4.09
H -2.75 -1.62 -2.57
H -3.55 -4.38 0.85
H -2.65 -5.87 2.62
H -0.43 -5.33 3.66
H 0.86 -3.41 2.72
C 2.50 4.96 -0.63
N 1.94 3.65 -0.92
C 2.57 3.01 -2.05
P 0.37 3.20 -0.60
O 0.23 1.73 -0.64
N -0.68 3.93 -1.68
C -0.61 5.37 -1.87
C -1.02 3.21 -2.90
N 0.08 3.97 0.84
C 0.95 3.61 1.96
C -1.26 4.36 1.25
H 3.54 4.85 -0.32
H 1.94 5.43 0.18
H 2.47 5.62 -1.50
H 3.64 2.89 -1.86
H 2.45 3.60 -2.97
H 2.14 2.03 -2.21
H -0.25 5.86 -0.97
H -1.61 5.76 -2.10
H 0.05 5.63 -2.70
H -0.95 2.14 -2.73
H -0.33 3.49 -3.71
H -2.03 3.45 -3.21
H 1.84 3.09 1.60
H 0.42 2.96 2.65
H 1.26 4.51 2.49
H -1.93 4.38 0.40
H -1.24 5.35 1.71
H -1.66 3.65 1.98
```

Mulliken atomic charge list, values in e, 5 entries: -0.041, -0.696, 0.412, -0.626, -0.360

---

Entry from the OMol25 dataset: a molecular structure, C39H48BIN3OSc (the ωB97M-V functional and the def2-TZVPD basis).

Values from the calculation:
- HOMO energy (eV) = -7.51
- gap between HOMO and LUMO (eV) = 7.919
- energy relative to the best compared isomer or geometry (same formula, charge and spin) (kcal per mole) = 0.0

Structure (XYZ):
```
94
C39H48BIN3OSc (the ωB97M-V functional and the def2-TZVPD basis)
Sc -0.08 -0.04 -0.12
I -2.15 2.06 0.60
C -3.12 1.81 -1.24
C -4.34 2.38 -1.41
C -5.01 2.22 -2.65
C -4.42 1.51 -3.65
C -3.14 0.92 -3.48
C -2.53 0.18 -4.52
C -1.31 -0.39 -4.33
C -0.66 -0.27 -3.08
C -1.19 0.43 -2.01
C -2.46 1.05 -2.24
H -4.81 2.95 -0.62
H -5.98 2.67 -2.79
H -4.92 1.39 -4.61
H -3.05 0.09 -5.47
H -0.83 -0.94 -5.14
H 0.31 -0.75 -2.98
N 3.76 -1.46 0.01
C 2.73 -0.61 0.05
O 1.80 -0.74 -0.78
C 2.70 0.49 1.08
C 1.37 1.25 1.03
H 3.67 -2.30 -0.54
H 4.45 -1.43 0.74
H 3.60 1.10 0.93
H 2.84 0.01 2.05
H 1.47 2.13 0.38
H 1.13 1.63 2.02
C -1.46 -1.71 5.00
C -1.43 -0.59 3.95
C -1.02 0.74 4.59
C -2.75 -0.51 3.21
C -3.74 0.39 3.58
C -4.94 0.46 2.89
C -5.17 -0.37 1.81
C -4.21 -1.30 1.41
C -4.49 -2.22 0.24
C -4.95 -1.46 -1.01
C -5.52 -3.29 0.63
C -3.01 -1.37 2.12
N -2.03 -2.32 1.74
B -0.81 -2.10 0.98
N -0.24 -3.44 0.97
C -1.07 -4.33 1.65
C -2.14 -3.66 2.11
C 1.06 -3.86 0.57
C 2.02 -4.12 1.55
C 3.26 -4.62 1.16
C 3.56 -4.82 -0.17
C 2.61 -4.51 -1.14
C 1.35 -4.03 -0.79
C 0.30 -3.74 -1.85
C 0.88 -3.48 -3.23
C -0.73 -4.88 -1.91
C 1.75 -3.87 3.02
C 2.73 -2.85 3.60
C 1.77 -5.16 3.83
H -0.49 -1.78 5.50
H -1.67 -2.67 4.53
H -2.22 -1.51 5.75
H -0.66 -0.84 3.21
H -1.67 1.00 5.44
H -1.05 1.56 3.87
H 0.00 0.66 4.98
H -3.57 1.06 4.41
H -5.70 1.18 3.19
H -6.10 -0.30 1.27
H -3.56 -2.73 -0.01
H -5.91 -0.96 -0.84
H -5.09 -2.16 -1.84
H -4.22 -0.72 -1.31
H -6.47 -2.82 0.90
H -5.18 -3.87 1.49
H -5.69 -3.97 -0.20
H -0.83 -5.38 1.75
H -2.99 -4.03 2.66
H 4.01 -4.85 1.92
H 4.52 -5.21 -0.47
H 2.86 -4.66 -2.19
H -0.23 -2.84 -1.53
H 1.30 -4.39 -3.67
H 1.65 -2.72 -3.21
H 0.08 -3.14 -3.90
H -0.25 -5.81 -2.20
H -1.50 -4.65 -2.64
H -1.22 -5.03 -0.94
H 0.75 -3.43 3.11
H 3.76 -3.21 3.55
H 2.50 -2.64 4.64
H 2.68 -1.91 3.05
H 2.76 -5.63 3.79
H 1.04 -5.88 3.45
H 1.53 -4.96 4.88
```

Mulliken atomic charge list, values in e, 5 entries: -2.013, 0.113, 0.984, -0.712, -0.566

---

Number 1: M 884.690 g/mol. Number 2: M 889.647 g/mol. Number 3: M 968.854 g/mol. Number 4: M 775.795 g/mol. Number 5: M 757.505 g/mol.